No. 1
C3H7N3 as an isolated structure, computed with the ωB97M-V functional and the def2-TZVPD basis.

Properties
- gap between HOMO and LUMO (eV) = 10.114

```
13
C3H7N3, DFT the ωB97M-V functional and the def2-TZVPD basis
C -1.28 -1.21 1.35
C 1.01 0.03 0.68
C 0.25 -0.72 -0.33
N -1.64 -1.55 2.35
N -1.79 0.75 -0.02
N -1.13 -0.92 0.06
H 0.87 -0.48 1.60
H 2.00 0.09 0.47
H 0.54 1.04 0.65
H 0.27 -0.22 -1.32
H 0.61 -1.61 -0.71
H -2.30 0.81 -1.02
H -2.57 0.72 0.60
```

***

No. 2
C3H7N3 in the gas phase, computed with the ωB97M-V functional and the def2-TZVPD basis.

Properties
- structure (SMILES) = [H]/N=C(/C)NN=C
- gap between HOMO and LUMO (eV) = 9.803

```
13
C3H7N3, DFT the ωB97M-V functional and the def2-TZVPD basis
H -1.44 -1.94 -0.10
N -1.91 -1.03 0.04
C -1.01 -0.15 -0.03
C -1.36 1.32 0.03
N 0.32 -0.50 -0.10
N 1.33 0.41 -0.09
C 2.53 -0.06 0.06
H -2.03 1.39 0.94
H -0.50 1.94 0.19
H -1.86 1.73 -0.89
H 0.57 -1.48 0.18
H 3.33 0.71 0.14
H 2.82 -1.14 0.18
```

***

No. 3
A 2-piece molecular cluster, C3H7N3 overall, computed with the ωB97M-V functional and the def2-TZVPD basis.

Properties
- gap between HOMO and LUMO (eV) = 9.340

```
13
C3H7N3, DFT the ωB97M-V functional and the def2-TZVPD basis
C -0.45 -0.45 0.44
C -0.96 0.54 -0.59
N 0.91 -1.61 -0.49
N -0.02 0.08 1.61
C -0.04 1.66 -0.79
N 0.71 2.53 -0.87
H -0.45 -1.58 0.19
H 1.77 -1.18 -0.16
H 0.47 0.97 1.60
H 0.86 -1.39 -1.49
H 0.26 -0.56 2.33
H -1.92 0.94 -0.23
H -1.14 0.04 -1.54
```

***

DFT total energy? In order: -7691.2892, -7693.1388, -7691.7369 eV.
Energy above the lowest of the compared OMol25 structures with the same formula, charge and spin? In order: 327.1, 148.6, 283.9 kJ/mol.
Lowest unoccupied orbital energy? In order: 0.198, 0.908, 0.826 eV.